One molecule with the formula C5H12N2S at a distorted geometry. Source: OMol25; level of theory: ωB97M-V with the def2-TZVPD basis set.

Calculated values
max |F|: 0.0769 hartree/bohr
SMILES: C=NCCCCNS
electronic energy: -705.31401 hartree
spin multiplicity: 1
orbital gap: 0.363 Ha
ΔE to the lowest compared entry with this formula, charge and spin: 2.144 eV

Each line ends with the Löwdin charge.
Geometry (Å):
S  1.940  1.605  -0.068  0.730
N  2.220  0.046  0.483  -0.474
N  -1.504  0.753  0.747  -0.025
C  0.148  -1.371  -0.014  -0.194
C  -0.629  -0.573  -1.086  -0.169
C  -0.926  1.913  0.708  -0.105
C  1.085  -0.707  0.957  -0.339
C  -1.834  0.163  -0.494  -0.296
H  -0.964  -1.218  -1.894  0.100
H  1.586  -1.464  1.678  0.139
H  -2.166  0.916  -1.255  0.119
H  2.819  2.321  0.762  -0.107
H  0.649  0.029  1.663  0.092
H  -0.040  0.259  -1.659  0.117
H  2.681  -0.455  -0.274  0.059
H  -0.839  2.500  -0.168  0.048
H  -0.586  -1.822  0.564  0.088
H  0.694  -2.196  -0.450  0.105
H  -2.718  -0.313  -0.437  0.066
H  -0.405  2.252  1.572  0.047

---

A 11-piece molecular cluster, C32H65BCl20N3O2S overall at a distorted geometry. Source: OMol25; level of theory: ωB97M-V with the def2-TZVPD basis set.

Calculated values
max |F|: 0.1580 hartree/bohr
electronic energy: -11199.60320 hartree
spin multiplicity: 1
net charge: -1
orbital gap: 0.196 Ha

Each line ends with the Löwdin charge.
Geometry (Å):
Cl  3.647  -0.667  1.413  0.571
Cl  -1.367  1.862  -7.178  0.553
Cl  -5.292  1.461  5.775  0.542
Cl  -2.777  4.898  -6.481  0.526
Cl  0.153  5.009  3.123  0.609
Cl  7.507  0.071  -3.957  0.534
Cl  -5.485  -3.352  7.773  0.542
Cl  -3.211  3.589  10.623  0.596
Cl  -2.244  2.627  6.796  0.624
Cl  -0.243  4.555  -1.625  0.582
Cl  -2.007  2.599  2.017  0.552
Cl  -5.171  5.448  8.525  0.569
Cl  -6.896  -0.315  8.471  0.622
Cl  8.157  -1.487  4.517  0.542
Cl  1.423  -2.331  -7.411  0.593
Cl  5.781  -3.790  3.651  0.572
Cl  2.833  -5.367  -8.108  0.522
Cl  5.308  -1.356  -6.153  0.622
Cl  5.807  1.743  2.520  0.525
Cl  1.716  2.696  0.473  0.543
S  -5.246  -0.906  -3.199  0.822
O  2.658  -3.958  -1.194  -0.137
O  -3.940  -3.420  -2.907  -0.120
N  -3.485  -4.038  -5.241  -0.058
N  -4.153  -2.807  -5.372  -0.006
N  0.720  -2.117  -0.564  -0.040
C  -4.319  -0.198  -1.736  -0.487
C  1.870  4.435  0.121  -0.662
C  -3.469  3.599  -7.483  -0.673
C  -3.575  2.051  7.832  -0.690
C  8.058  -3.182  5.056  -0.669
C  7.505  -4.097  3.975  -0.659
C  0.521  5.096  -0.109  -0.694
C  -3.057  5.329  10.271  -0.635
C  -2.711  -0.504  -1.706  -0.245
C  -7.587  -1.615  7.468  -0.619
C  7.904  -0.937  -5.371  -0.674
C  -1.766  0.866  -1.849  -0.183
C  4.277  -0.468  3.068  -0.684
C  1.769  -0.682  -4.300  -0.248
C  -4.407  5.990  10.040  -0.652
C  0.731  -3.630  -8.414  -0.665
C  6.932  -0.723  -6.520  -0.671
C  0.469  -2.885  -1.858  -0.214
C  4.474  0.994  3.435  -0.667
C  -7.218  -2.997  7.984  -0.662
C  1.733  -3.805  -2.350  -0.345
C  -3.323  -4.444  -3.773  -0.046
C  -1.115  0.955  -3.388  -0.200
C  -4.429  -2.437  -3.900  -0.470
C  1.593  0.459  -3.136  -0.237
C  -1.180  4.260  4.038  -0.660
C  0.409  1.560  -3.414  -0.236
C  -3.100  2.217  -6.968  -0.666
C  -4.353  0.915  7.187  -0.690
C  2.462  -3.309  -3.732  -0.174
C  1.100  -5.012  -7.898  -0.668
C  -1.377  2.798  3.671  -0.689
B  2.944  -1.737  -3.742  -0.614
H  1.068  -3.481  -9.444  0.062
H  -1.119  -0.089  -3.917  0.098
H  7.284  -1.253  -7.409  0.060
H  -2.399  5.443  9.404  0.074
H  -7.767  -3.761  7.426  0.073
H  -0.443  2.233  3.750  0.075
H  0.551  -5.776  -8.456  0.064
H  -5.071  0.503  7.903  -0.069
H  -0.016  -1.364  -0.509  0.038
H  3.392  -1.378  -2.697  0.048
H  0.646  6.180  -0.188  0.070
H  2.627  1.046  -3.084  0.124
H  7.586  -5.141  4.295  0.069
H  0.494  2.376  -2.547  0.020
H  1.645  -1.632  -0.571  0.031
H  0.857  -5.125  -6.837  0.066
H  -8.674  -1.488  7.492  0.075
H  -0.419  -3.639  -1.611  0.102
H  0.795  -1.304  -4.532  0.060
H  0.616  2.097  -4.456  0.107
H  2.529  4.550  -0.745  0.073
H  -7.250  -1.465  6.438  0.075
H  -0.813  0.772  -1.136  0.103
H  7.448  -3.215  5.964  0.067
H  -2.564  5.783  11.135  0.072
H  -0.356  -3.503  -8.390  0.069
H  -3.132  3.749  -8.514  0.065
H  -3.649  1.453  -7.525  0.072
H  -2.785  -5.397  -3.320  0.142
H  3.545  -0.924  3.741  0.070
H  -2.323  -1.250  -2.518  0.085
H  -4.750  -0.533  -0.674  0.095
H  -5.101  5.787  10.862  0.070
H  5.211  -1.033  3.146  0.009
H  -4.221  2.904  8.060  -0.003
H  -3.343  2.104  -5.906  0.057
H  -0.922  4.346  5.098  0.032
H  7.924  -1.982  -5.049  0.068
H  2.063  -4.393  -0.487  0.105
H  3.855  -1.668  -4.516  -0.068
H  -1.792  1.705  -4.019  0.088
H  0.048  -2.143  -2.660  0.094
H  -4.507  0.981  -1.766  0.091
H  9.075  -3.490  5.319  0.068
H  3.568  1.581  3.257  0.055
H  -2.420  1.808  -1.581  0.096
H  8.915  -0.658  -5.683  0.060
H  -2.086  4.847  3.860  0.075
H  4.732  1.080  4.495  0.066
H  -4.556  3.726  -7.459  0.067
H  1.424  -0.085  -2.102  0.081
H  6.834  0.338  -6.773  0.062
H  -2.465  -1.007  -0.654  0.115
H  -3.693  0.106  6.863  0.077
H  1.307  -4.897  -2.555  0.120
H  3.456  -3.961  -3.834  0.101
H  2.101  -0.183  -5.332  0.080
H  -4.281  7.073  9.961  0.073
H  -2.109  2.342  4.345  -0.005
H  -7.461  -3.110  9.045  0.069
H  -3.122  1.707  8.766  0.029
H  1.815  -3.594  -4.689  0.077
H  8.053  -3.987  3.034  0.074
H  2.364  4.890  0.986  0.056
H  -0.174  4.893  0.712  -0.026

---

C2H5MgO3Zn as an isolated structure at a distorted geometry. Source: OMol25; level of theory: ωB97M-V with the def2-TZVPD basis set.

Calculated values
max |F|: 0.0458 hartree/bohr
<S²>: 0.7515
electronic energy: -2284.37909 hartree
spin multiplicity: 2
orbital gap (alpha / beta): 0.246 / 0.291 Ha
ΔE to the lowest compared entry with this formula, charge and spin: 0.000 eV

Each line ends with the Löwdin spin population.
Geometry (Å):
Zn  0.201  -0.696  2.154  0.607
Mg  -0.460  -0.848  -0.541  0.076
O  -0.032  0.398  -1.920  0.007
O  0.221  0.476  0.771  0.150
O  -0.580  -2.052  0.961  0.131
C  0.652  1.474  -1.351  0.005
C  0.272  1.712  0.121  0.013
H  -0.719  2.200  0.190  0.001
H  -0.834  -2.965  1.079  0.007
H  0.479  2.415  -1.911  0.001
H  1.003  2.395  0.590  0.001
H  1.746  1.279  -1.386  0.000

---

C24H43MnNP2 as an isolated structure at a distorted geometry. Source: OMol25; level of theory: ωB97M-V with the def2-TZVPD basis set.

Calculated values
max |F|: 0.1123 hartree/bohr
<S²>: 8.7958
electronic energy: -2828.42174 hartree
spin multiplicity: 6
orbital gap (alpha / beta): 0.225 / 0.251 Ha
ΔE to the lowest compared entry with this formula, charge and spin: 0.000 eV

Each line ends with the Löwdin spin population.
Geometry (Å):
Mn  1.809  -0.222  0.046  4.290
P  0.979  -1.510  -1.888  0.140
P  1.496  1.411  -1.295  0.082
N  2.334  1.649  4.671  0.000
C  2.282  0.746  -2.916  0.038
C  -0.599  -0.116  2.011  0.015
C  1.393  -0.424  -3.373  0.004
C  2.365  -2.741  -1.935  0.025
C  -0.432  2.305  3.337  0.003
C  -4.880  -2.209  -1.930  0.000
C  -3.551  -2.872  -2.121  0.000
C  -4.922  -0.779  -2.418  0.000
C  0.876  3.017  -1.856  0.014
C  1.997  2.220  3.369  0.001
C  -3.896  -0.206  -3.329  0.000
C  -1.667  1.660  3.326  0.000
C  -2.347  -1.156  -0.656  0.005
C  -2.782  0.338  -2.836  0.000
C  0.714  1.686  2.795  0.011
C  -1.729  0.406  2.711  0.003
C  2.709  -1.445  1.434  0.025
C  1.587  2.123  5.814  0.000
C  -2.460  -2.432  -1.481  0.001
C  0.592  0.615  1.893  0.072
C  2.849  1.895  -0.178  0.065
C  2.738  0.273  4.716  0.000
C  0.027  -2.650  -3.308  0.086
C  -2.452  0.238  -1.373  0.001
H  0.396  -0.086  -3.696  0.001
H  -2.933  -1.081  0.310  0.000
H  2.075  1.774  6.740  0.000
H  0.545  1.739  5.800  0.000
H  0.398  3.569  -1.027  0.000
H  1.537  3.225  5.806  0.000
H  -1.475  -2.949  -1.522  0.001
H  0.612  -2.721  -4.250  0.007
H  -2.537  2.129  3.787  0.000
H  -0.311  3.268  3.845  0.001
H  0.109  2.953  -2.640  0.001
H  3.325  0.372  -2.839  0.002
H  -1.299  -1.190  -0.295  0.005
H  1.800  -1.036  -4.206  0.001
H  2.277  -1.352  2.458  0.006
H  1.902  3.306  3.569  0.000
H  -0.956  -2.243  -3.593  0.002
H  -5.848  -0.684  -2.949  0.000
H  -0.125  -3.693  -2.986  0.002
H  -0.697  -1.109  1.582  0.003
H  2.411  -3.251  -2.915  0.002
H  3.605  2.296  -0.855  0.007
H  -4.192  -0.078  -4.402  0.000
H  -3.402  -3.567  -2.952  0.000
H  -5.138  -2.275  -0.860  0.000
H  -4.951  -0.150  -1.534  0.000
H  -2.662  -0.143  2.716  0.000
H  3.489  0.078  3.944  0.000
H  3.324  1.011  0.364  0.021
H  1.883  -0.392  4.522  0.000
H  2.635  2.640  0.643  0.005
H  1.718  3.619  -2.269  0.001
H  -5.664  -2.809  -2.409  0.000
H  3.748  -1.029  1.487  0.016
H  2.327  1.508  -3.720  0.005
H  2.622  -2.501  1.043  0.018
H  2.104  -3.478  -1.154  0.001
H  2.839  2.041  2.694  0.000
H  3.305  -2.211  -1.715  0.008
H  -3.259  0.765  -0.846  0.000
H  -2.197  1.084  -3.414  0.000
H  3.136  0.046  5.716  0.000
H  -1.505  0.788  -1.213  0.001